{
  "formula": "C24H48F3N4O4",
  "method": "wB97M-V/def2-TZVPD",
  "homo_energy_ha": -0.4380,
  "charge": 1,
  "orbital_gap_ev": 9.07,
  "elements": ["N", "C", "N", "C", "C", "C", "C", "C", "C", "C", "N", "C", "N", "C", "C", "C", "F", "F", "F", "H", "H", "H", "H", "H", "H", "H", "H", "H", "H", "H", "H", "H", "H", "H", "H", "C", "C", "C", "O", "H", "H", "H", "H", "H", "H", "H", "H", "C", "C", "C", "O", "H", "H", "H", "H", "H", "H", "H", "H", "C", "C", "C", "O", "H", "H", "H", "H", "H", "H", "H", "H", "C", "C", "C", "O", "H", "H", "H", "H", "H", "H", "H", "H"],
  "xyz": [[-1.668, -1.364, -0.796], [-1.132, -0.171, -0.525], [-1.901, 0.870, -0.355], [-1.393, 2.144, 0.191], [-0.110, 1.972, 1.030], [0.557, 0.595, 0.879], [2.046, 0.579, 1.152], [2.901, -0.342, 0.555], [4.250, -0.308, 0.855], [4.703, 0.647, 1.759], [3.894, 1.510, 2.358], [2.605, 1.475, 2.061], [0.253, -0.027, -0.443], [0.810, 0.754, -1.584], [0.021, 0.498, -2.861], [0.769, 0.869, -4.126], [0.925, 2.204, -4.278], [1.995, 0.302, -4.178], [0.041, 0.403, -5.176], [-2.471, -1.419, -1.405], [-1.406, -2.178, -0.266], [-2.855, 0.623, -0.102], [-2.191, 2.554, 0.805], [-1.257, 2.863, -0.615], [-0.371, 2.099, 2.083], [0.581, 2.784, 0.800], [0.100, -0.073, 1.620], [2.505, -1.083, -0.130], [4.944, -1.012, 0.417], [5.756, 0.710, 2.006], [1.980, 2.196, 2.581], [0.855, 1.825, -1.366], [1.833, 0.405, -1.722], [-0.235, -0.560, -2.955], [-0.895, 1.097, -2.878], [-2.916, -2.165, 3.337], [-3.024, -0.735, 2.840], [-3.929, 0.111, 3.716], [-3.478, -0.713, 1.473], [-3.899, -2.641, 3.333], [-2.254, -2.753, 2.701], [-2.528, -2.195, 4.355], [-2.027, -0.285, 2.805], [-4.940, -0.302, 3.723], [-3.986, 1.134, 3.343], [-3.566, 0.137, 4.743], [-4.364, -1.095, 1.453], [0.053, -3.113, -4.181], [-1.411, -3.314, -4.525], [-1.657, -3.356, -6.022], [-2.192, -2.268, -3.918], [0.398, -2.151, -4.570], [0.175, -3.096, -3.096], [0.699, -3.892, -4.587], [-1.768, -4.239, -4.071], [-1.342, -2.416, -6.483], [-2.716, -3.498, -6.232], [-1.097, -4.166, -6.489], [-1.923, -1.445, -4.345], [-2.912, 7.090, -0.228], [-2.442, 6.181, 0.893], [-1.692, 6.941, 1.971], [-1.627, 5.118, 0.368], [-2.055, 7.569, -0.710], [-3.452, 6.523, -0.986], [-3.567, 7.873, 0.152], [-3.302, 5.674, 1.335], [-0.802, 7.416, 1.548], [-1.370, 6.269, 2.766], [-2.317, 7.720, 2.407], [-0.853, 5.531, -0.034], [5.148, -5.689, 1.985], [4.876, -4.213, 2.213], [3.493, -3.972, 2.798], [5.039, -3.473, 1.000], [4.425, -6.101, 1.274], [6.146, -5.834, 1.573], [5.070, -6.253, 2.914], [5.629, -3.804, 2.888], [2.726, -4.338, 2.108], [3.327, -2.906, 2.958], [3.369, -4.491, 3.748], [4.397, -3.812, 0.365]]
}

---

{
  "formula": "C24H48F4N6O9",
  "method": "wB97M-V/def2-TZVPD",
  "smiles": "O=C1O[C@H](O)C[C@@H]1C(F)(F)C(F)F.CN(C)C=O.CN(C)C=O.CN(C)C=O.CN(C)C=O.CN(C)C=O.CN(C)C=O",
  "homo_energy_ha": -0.3162,
  "orbital_gap_ev": 9.12,
  "elements": ["O", "C", "O", "C", "O", "C", "C", "C", "F", "F", "C", "F", "F", "H", "H", "H", "H", "H", "H", "C", "N", "C", "C", "O", "H", "H", "H", "H", "H", "H", "H", "C", "N", "C", "C", "O", "H", "H", "H", "H", "H", "H", "H", "C", "N", "C", "C", "O", "H", "H", "H", "H", "H", "H", "H", "C", "N", "C", "C", "O", "H", "H", "H", "H", "H", "H", "H", "C", "N", "C", "C", "O", "H", "H", "H", "H", "H", "H", "H", "C", "N", "C", "C", "O", "H", "H", "H", "H", "H", "H", "H"],
  "xyz": [[-1.034, 7.212, 0.309], [-2.092, 6.657, 0.327], [-3.010, 6.880, 1.305], [-4.327, 6.628, 0.817], [-5.036, 5.833, 1.721], [-4.174, 5.927, -0.539], [-2.676, 5.680, -0.680], [-2.179, 4.238, -0.555], [-3.026, 3.436, -1.278], [-0.957, 4.173, -1.183], [-1.973, 3.636, 0.837], [-1.834, 2.281, 0.705], [-3.061, 3.875, 1.613], [-4.831, 7.591, 0.718], [-4.975, 6.238, 2.592], [-4.791, 5.038, -0.594], [-4.478, 6.630, -1.310], [-2.334, 5.959, -1.678], [-1.054, 3.992, 1.303], [-1.979, 0.026, -1.400], [-2.182, -0.938, -2.466], [-2.163, -2.352, -2.141], [-2.366, -0.571, -3.742], [-2.521, -1.342, -4.673], [-1.008, -0.144, -0.931], [-2.755, -0.070, -0.639], [-2.012, 1.034, -1.803], [-1.360, -2.852, -2.682], [-3.106, -2.823, -2.423], [-1.994, -2.464, -1.075], [-2.361, 0.525, -3.879], [0.288, 3.269, -5.200], [-0.588, 4.419, -5.293], [-1.231, 4.728, -6.559], [-0.836, 5.214, -4.237], [-1.584, 6.174, -4.258], [1.131, 3.368, -5.887], [-0.253, 2.351, -5.441], [0.673, 3.188, -4.186], [-0.945, 5.723, -6.900], [-2.315, 4.708, -6.451], [-0.929, 3.991, -7.300], [-0.308, 4.898, -3.324], [2.656, 1.155, 3.584], [1.347, 1.767, 3.475], [0.169, 0.952, 3.738], [1.184, 3.049, 3.129], [0.099, 3.602, 3.031], [2.747, 0.321, 2.886], [2.820, 0.779, 4.595], [3.423, 1.892, 3.353], [-0.468, 0.918, 2.853], [-0.410, 1.389, 4.552], [0.481, -0.052, 4.011], [2.131, 3.574, 2.926], [1.221, -1.396, 8.964], [0.801, -1.254, 7.584], [-0.252, -0.305, 7.256], [1.351, -1.977, 6.593], [1.036, -1.903, 5.420], [0.386, -1.715, 9.590], [1.605, -0.449, 9.348], [2.010, -2.143, 9.029], [-1.092, -0.820, 6.790], [0.123, 0.438, 6.554], [-0.586, 0.190, 8.163], [2.136, -2.666, 6.948], [2.730, -4.919, 0.120], [1.871, -3.903, -0.457], [1.731, -3.852, -1.903], [1.206, -3.008, 0.289], [0.476, -2.142, -0.161], [3.745, -4.823, -0.261], [2.364, -5.915, -0.137], [2.742, -4.820, 1.204], [2.049, -2.880, -2.283], [0.691, -4.001, -2.193], [2.354, -4.629, -2.340], [1.383, -3.128, 1.371], [3.440, -9.657, -3.170], [3.610, -8.218, -3.148], [2.971, -7.411, -4.175], [4.345, -7.600, -2.208], [4.520, -6.397, -2.151], [3.826, -10.076, -4.101], [2.385, -9.923, -3.079], [3.983, -10.101, -2.339], [3.716, -6.847, -4.736], [2.277, -6.700, -3.727], [2.426, -8.063, -4.851], [4.790, -8.296, -1.478]]
}